(1)
Density functional theory data (the ωB97M-V functional and the def2-TZVPD basis) for a cluster of 2 separate species, C2H10N4O in total in a non-equilibrium geometry.

Each line ends with the natural charge from an NBO analysis.
Cartesian coordinates (Å):
C 2.2344 0.0479 -0.2396  -0.434
C -1.1790 -0.0681 0.9969  -0.112
N -2.2622 -0.8051 0.3927  -0.815
N 1.2722 0.4304 1.9239  -0.560
N -0.0080 -0.0704 0.1533  -0.341
N 1.1088 0.1557 0.6980  0.164
O -0.8595 1.3033 -3.2069  -0.948
H 1.8448 0.0917 -1.2538  0.240
H 2.9401 0.8623 -0.0691  0.214
H 2.7375 -0.9086 -0.0873  0.223
H -0.9443 -0.5035 1.9768  0.201
H -1.5046 0.9677 1.1609  0.189
H -2.4669 -0.4258 -0.5247  0.351
H -1.6386 1.8197 -2.9856  0.468
H 2.2532 0.5482 2.1637  0.328
H -1.9848 -1.7731 0.2656  0.356
H -0.6144 0.8247 -2.4087  0.478

Cartesian forces (eV/Å) of the 3 atoms listed first:
0.566 -0.027 -0.329
0.021 -0.012 0.521
0.004 -0.017 -0.040

The highest occupied orbital energy comes out at -8.9 eV. For the HOMO-LUMO gap, the calculation gives 9.69 eV. Its energy relative to the best compared isomer or geometry (same formula, charge and spin) is 79.5 kcal/mol.

---

(2)
Density functional theory data (the ωB97M-V functional and the def2-TZVPD basis) for a cluster of 3 separate species, C2H10N4O in total in a non-equilibrium geometry.

Each line ends with the natural charge from an NBO analysis.
Cartesian coordinates (Å):
C 0.5925 0.3179 0.5042  0.367
C -0.5478 -0.9119 -1.2719  -0.455
N -0.4555 -0.4141 0.0955  -0.338
N -1.6767 1.1798 0.2125  -0.282
N 1.4671 -1.4845 0.7519  -0.946
N 1.3777 1.0998 -0.2919  -0.836
O -1.9228 1.4877 1.5660  -0.576
H -2.5592 0.8065 1.8287  0.472
H -1.2402 2.0465 -0.1197  0.309
H 0.5949 0.6064 1.5501  0.209
H 0.9137 -2.0943 1.3527  0.339
H 1.7125 -2.0020 -0.0926  0.330
H 2.2347 1.4722 0.0867  0.405
H 1.3026 1.0387 -1.2957  0.389
H -1.3222 -0.3393 -1.7887  0.221
H 0.3752 -0.8502 -1.8595  0.174
H -0.8462 -1.9593 -1.2284  0.217

Cartesian forces (eV/Å) of the 3 atoms listed first:
1.584 -2.394 -0.072
-0.025 0.531 0.075
-0.960 1.092 0.382

The highest occupied orbital energy (alpha / beta) comes out at -7.5 / -7.3 eV. For the HOMO-LUMO gap (alpha / beta), the calculation gives 8.43 / 8.02 eV. Its energy relative to the best compared isomer or geometry (same formula, charge and spin) is 171.8 kcal/mol.